A structure of composition C9H15IrNO6, computed with ωB97M-V with the def2-TZVPD basis set.

```
32
Properties=species:S:1:pos:R:3:mulliken_spin:R:1
Ir -0.06 -0.55 -0.05 2.609
O 0.25 1.59 1.16 0.063
C -0.83 2.49 0.90 0.013
C -1.09 2.59 -0.59 0.002
N -1.37 1.26 -1.15 -0.003
C -2.80 0.94 -1.10 0.007
C -3.11 -0.52 -0.78 0.017
O -4.26 -0.89 -1.02 0.013
O -2.17 -1.20 -0.24 0.068
C -0.81 1.13 -2.50 0.024
C 0.72 1.26 -2.47 0.011
O 1.26 1.86 -3.40 0.002
O 1.28 0.79 -1.41 0.103
H 0.96 1.76 0.51 -0.013
H -0.61 3.48 1.31 0.000
H -1.69 2.09 1.43 -0.005
H -0.19 2.99 -1.06 -0.005
H -1.90 3.29 -0.78 -0.001
H -3.30 1.21 -2.03 0.000
H -3.27 1.52 -0.30 0.001
H -1.22 1.87 -3.19 -0.001
H -1.06 0.13 -2.86 -0.014
C -0.11 -3.57 -1.23 0.057
O 1.00 -3.40 -0.37 0.083
C 1.09 -2.24 0.38 0.983
C 2.35 -2.27 1.17 -0.086
H 0.25 -3.81 -2.23 0.002
H -0.75 -2.69 -1.29 -0.031
H -0.74 -4.39 -0.86 -0.002
H 2.68 -3.30 1.31 0.012
H 2.21 -1.81 2.15 0.028
H 3.17 -1.72 0.68 0.064
```

Its calculated total energy is -962.39009 a.u. As for the spin multiplicity: 5. As for the largest force on an atom: 0.600 eV/A. As for the LUMO energy (alpha / beta): 2.948 / 2.832 eV. For the HOMO energy (alpha / beta), the calculation gives -2.13 / -5.28 eV. As for the charge: -1. As for the HOMO-LUMO gap (alpha / beta): 5.0810 / 8.1135 eV.

***

The molecule C9H15N3, computed with ωB97M-V with the def2-TZVPD basis set.

```
27
Properties=species:S:1:pos:R:3:nbo_charge:R:1
C 1.42 -1.34 -0.02 -0.399
N 0.49 -0.29 -0.30 -0.506
C -0.82 -0.62 -0.85 0.271
C -0.67 -0.83 -2.43 -0.617
C -1.55 -1.86 -0.34 -0.652
N -1.56 0.62 -0.73 -0.330
C -1.01 1.41 0.06 0.161
C -1.36 2.67 0.57 0.239
N -1.56 3.65 1.12 -0.253
C 0.42 0.85 0.56 0.148
C 1.66 1.89 0.43 -0.613
C 0.32 0.52 2.10 -0.683
H 1.67 -1.89 -0.96 0.200
H 2.32 -0.90 0.38 0.212
H 0.91 -2.16 0.63 0.170
H -0.05 -0.07 -2.93 0.220
H -1.71 -0.77 -2.76 0.220
H -0.10 -1.73 -2.71 0.209
H -1.97 -1.81 0.72 0.224
H -1.02 -2.76 -0.58 0.226
H -2.50 -1.84 -0.90 0.233
H 2.51 1.38 0.77 0.211
H 1.28 2.64 1.17 0.218
H 1.72 2.23 -0.59 0.219
H 1.25 -0.05 2.53 0.216
H -0.35 -0.34 2.32 0.224
H 0.26 1.38 2.78 0.234
```

Its relative energy (zero: lowest compared OMol25 entry of this formula, charge and spin) is 46.7 kcal/mol. The structure (SMILES) is CN1C(C)(C)N=C(C#N)C1(C)C. Its calculated total energy is -516.12725 a.u. As for the largest force on an atom: 4.434 eV/A. As for the LUMO energy: 0.287 eV. For the HOMO energy, the calculation gives -8.42 eV. As for the HOMO-LUMO gap: 8.7092 eV.

***

A cluster of 2 separate species, C9H15N3 in total, computed with ωB97M-V with the def2-TZVPD basis set.

```
27
Properties=species:S:1:pos:R:3:nbo_charge:R:1
C 2.21 -1.99 0.63 -0.621
C 1.69 -1.12 -0.47 -0.458
C 1.73 0.42 -0.08 0.354
C 2.79 1.20 -0.87 -0.683
N 1.12 0.78 0.95 -0.469
C 1.25 2.02 1.68 -0.431
H 1.70 -1.60 1.54 0.227
H 1.79 -3.04 0.49 0.211
H 3.32 -2.02 0.89 0.206
H 0.61 -1.42 -0.58 0.220
H 2.08 -1.30 -1.52 0.204
H 2.68 2.15 -0.64 0.203
H 3.72 0.82 -0.43 0.225
H 2.74 0.97 -1.98 0.227
H 0.31 2.59 1.51 0.211
H 1.23 1.72 2.70 0.208
H 2.16 2.48 1.42 0.175
C -4.32 -0.36 -1.03 -0.320
C -4.15 -0.55 0.31 0.076
N -2.99 -0.49 0.95 -0.433
C -1.97 -0.09 0.15 0.234
N -2.08 0.16 -1.08 -0.469
C -3.27 0.04 -1.75 0.071
H -5.21 -0.62 -1.42 0.215
H -4.97 -0.82 0.99 0.196
H -0.95 -0.27 0.50 0.210
H -3.24 0.36 -2.88 0.212
```

Its relative energy (zero: lowest compared OMol25 entry of this formula, charge and spin) is 55.6 kcal/mol. The structure (SMILES) is CC/C(C)=N/C.c1cncnc1. Its calculated total energy is -516.11308 a.u. As for the largest force on an atom: 5.264 eV/A. As for the LUMO energy: 0.878 eV. For the HOMO energy, the calculation gives -8.70 eV. As for the HOMO-LUMO gap: 9.5810 eV.